DFT (the ωB97M-V functional and the def2-TZVPD basis) results for the ion C4H12N3 with charge +1.

Each line ends with the natural charge from an NBO analysis.
CARTESIAN COORDINATES (ANGSTROEM)
H 2.908 0.746 2.316  0.415
C -1.701 -0.074 -1.566  -0.203
H -2.123 0.818 -1.015  0.211
H -0.284 1.509 -0.002  0.214
N 1.889 0.851 2.179  -0.872
H 1.606 0.741 3.162  0.385
H 0.369 -0.828 -1.820  0.234
H -1.723 -2.152 -0.757  0.453
C 0.390 0.776 -0.464  -0.277
H 1.127 -1.085 2.278  0.153
N -1.870 -1.104 -0.460  -0.755
C 1.216 -0.197 1.551  0.378
H -2.395 -0.394 -2.341  0.236
H -1.027 -0.829 0.239  0.474
C -0.190 0.130 -1.766  -0.442
H 0.039 0.718 -2.675  0.258
N 0.642 -0.304 0.429  -0.538
H 1.312 1.434 -0.800  0.238
H -2.709 -0.943 0.129  0.438

Properties
E: -323.5847 hartree
Multiplicity: 1
Energy relative to the best compared isomer or geometry (same formula, charge and spin): 245.6 kJ/mol
Highest occupied orbital energy: -13.5 eV
Total charge: +1
Kohn-Sham gap: 10.3 eV
SMILES: N/C=N\CCC[NH3+]
Strongest force on any atom: 0.0740 hartree/bohr